Entry from OMol25: a structure of composition C31H54ClLuP (wB97M-V/def2-TZVPD).

The geometry in XYZ format:
```
88
C31H54ClLuP | OMol25 | wB97M-V/def2-TZVPD
Lu -0.24 -0.50 0.32
Cl 1.70 -1.64 1.38
P 1.54 0.05 -1.80
C -1.78 -1.66 1.66
H -2.47 -1.98 0.86
H -1.33 -2.46 2.26
C 1.24 1.49 -2.90
C 1.40 -1.57 -2.70
C -0.10 1.34 -3.63
H 1.13 2.33 -2.18
C -0.42 2.62 -4.42
H -0.05 0.49 -4.33
H -0.90 1.10 -2.92
C 0.75 3.10 -5.30
H -1.31 2.45 -5.04
H -0.67 3.41 -3.70
C 2.09 3.14 -4.56
H 0.84 2.44 -6.17
H 0.52 4.10 -5.68
C 2.39 1.81 -3.85
H 2.90 3.36 -5.26
H 2.07 3.93 -3.81
H 2.51 1.00 -4.59
H 3.34 1.89 -3.31
C 3.26 0.11 -1.08
C 1.96 -1.56 -4.12
H 2.02 -2.24 -2.07
C 2.05 -3.00 -4.63
H 1.30 -0.97 -4.77
H 2.95 -1.09 -4.16
C 0.70 -3.72 -4.57
H 2.44 -3.00 -5.65
H 2.77 -3.55 -4.00
C -0.04 -3.56 -3.24
H 0.06 -3.34 -5.38
H 0.85 -4.79 -4.77
C -0.04 -2.12 -2.70
H -1.08 -3.91 -3.34
H 0.45 -4.20 -2.49
H -0.68 -1.48 -3.33
H -0.51 -2.11 -1.70
C 3.58 1.51 -0.54
H 3.16 -0.57 -0.22
C 4.93 1.51 0.18
H 3.61 2.23 -1.37
H 2.78 1.84 0.13
C 6.06 0.91 -0.66
H 5.18 2.53 0.47
H 4.83 0.92 1.11
C 5.70 -0.45 -1.27
H 6.31 1.61 -1.47
H 6.96 0.80 -0.05
C 4.35 -0.44 -2.00
H 6.48 -0.77 -1.98
H 5.66 -1.20 -0.47
H 4.42 0.19 -2.90
H 4.11 -1.46 -2.34
C 0.14 1.67 0.58
C -1.70 -0.34 2.11
H 0.65 2.27 -0.19
C -1.18 -0.08 3.50
H -2.22 0.48 1.58
C -1.04 1.41 3.86
H -1.88 -0.56 4.22
H -0.21 -0.60 3.62
C 0.03 2.16 3.07
H -2.02 1.88 3.70
H -0.82 1.47 4.93
C -0.42 2.53 1.62
H 0.27 3.08 3.62
H 0.95 1.56 3.05
H -1.53 2.49 1.55
H -0.14 3.59 1.46
C -5.17 1.28 -1.67
C -4.64 0.16 -0.77
C -5.06 0.44 0.68
C -5.22 -1.18 -1.21
C -3.19 0.10 -0.89
C -1.98 -0.03 -1.07
H -6.26 1.32 -1.61
H -4.88 1.11 -2.71
H -4.77 2.25 -1.35
H -6.15 0.42 0.76
H -4.65 -0.31 1.36
H -4.71 1.43 1.00
H -4.98 -1.39 -2.25
H -4.83 -1.99 -0.59
H -6.32 -1.17 -1.10
```

The value obtained for the energy above the lowest of the compared OMol25 structures with the same formula, charge and spin is 133.6 kJ/mol. Its net charge is -1. The calculation puts the HOMO-LUMO gap (alpha / beta) at 5.978 / 4.675 eV. The HOMO energy (alpha / beta) comes out at -3.3392 / -2.0368 eV. As for the spin multiplicity: 1. The max |F| is 1.6 eV/A. The total energy is -3250.6394 a.u.

Just the Löwdin charges please, in e? Sure, here they are: 0.9334 -0.1494 1.0235 -0.2727 0.0232 0.0382 -0.4358 -0.4413 -0.2055 0.1019 -0.1931 0.0959 0.0702 -0.2108 0.1060 0.1149 -0.2028 0.1077 0.1006 -0.2144 0.1033 0.1143 0.1029 0.0823 -0.4599 -0.2247 0.1154 -0.2046 0.1035 0.0877 -0.2082 0.1032 0.1122 -0.1945 0.1082 0.1016 -0.2256 0.1086 0.1146 0.1066 0.0638 -0.2079 0.0102 -0.1939 0.1004 0.0930 -0.2105 0.1043 0.1175 -0.2009 0.1071 0.1005 -0.2154 0.1019 0.1166 0.0978 0.0997 -0.2617 -0.4379 -0.0211 -0.2472 0.0605 -0.2369 0.1022 0.0914 -0.2147 0.1016 0.0935 -0.3516 0.0897 0.1013 0.0904 0.0843 -0.0696 -0.6527 -0.0606 -0.0658 -0.1808 -0.1506 0.0759 0.0800 0.0834 0.0770 0.0780 0.0830 0.0813 0.0813 0.0756